# 1
55
Properties=species:S:1:pos:R:3:nbo_charge:R:1 method="wB97M-V/def2-TZVPD" orbital_gap_ev=9.7 homo_ev=-8.79 energy_ev=-26388.8371 max_force_ha_per_bohr=0.0081 de_lowest_kcal_mol=5.7 lumo_energy_ev=0.89
O 3.60 3.98 1.86 -0.615
O 4.03 5.81 0.65 -0.520
C 0.91 4.88 -0.69 -0.443
C -1.13 -4.91 0.45 -0.158
C -4.50 -4.98 -1.70 -0.596
C -4.88 -5.46 -0.30 -0.440
C -0.98 -3.75 -0.18 -0.183
C 2.17 4.27 -1.24 -0.204
C 1.22 6.06 0.23 -0.379
C -1.87 -2.54 -0.09 -0.477
C -2.90 -6.55 0.82 -0.175
C 1.86 5.61 1.55 -0.507
C 3.23 5.01 1.37 0.818
C -0.24 0.07 -0.74 -0.492
C -1.27 -1.58 0.89 -0.180
C -0.59 -0.48 0.62 -0.160
C 5.35 5.33 0.42 -0.260
C 1.22 -0.17 -0.99 -0.162
C -4.02 -6.61 0.11 -0.174
C -2.25 -5.31 1.36 -0.493
C 2.21 0.66 -0.70 -0.172
C 2.66 3.07 -1.00 -0.145
C 2.09 2.02 -0.09 -0.510
H 5.83 5.08 1.36 0.197
H -1.96 -2.09 -1.08 0.213
H 1.88 6.76 -0.27 0.213
H -3.46 -4.67 -1.72 0.211
H 2.71 4.93 -1.91 0.199
H -2.36 -7.47 1.01 0.198
H 1.45 -1.14 -1.42 0.198
H 2.69 2.04 0.83 0.256
H -0.47 1.13 -0.77 0.214
H -5.93 -5.77 -0.30 0.207
H 3.58 2.78 -1.48 0.195
H -0.18 0.10 1.44 0.199
H -4.78 -4.63 0.40 0.198
H -0.83 -0.43 -1.51 0.212
H 3.23 0.36 -0.93 0.197
H -5.12 -4.14 -2.01 0.205
H -0.39 -5.68 0.30 0.198
H 0.28 6.58 0.47 0.210
H 5.31 4.43 -0.20 0.191
H -4.36 -7.58 -0.25 0.198
H -1.41 -1.86 1.93 0.200
H 1.24 4.87 2.05 0.226
H 0.32 4.14 -0.15 0.201
H -2.98 -4.51 1.47 0.207
H 5.88 6.12 -0.10 0.194
H -0.10 -3.60 -0.79 0.200
H -2.87 -2.82 0.25 0.211
H -4.63 -5.79 -2.43 0.203
H 0.31 5.24 -1.53 0.217
H -1.84 -5.53 2.35 0.221
H 1.06 2.24 0.18 0.204
H 1.97 6.48 2.21 0.237



# 2
86
Properties=species:S:1:pos:R:3:mulliken_charge:R:1 method="wB97M-V/def2-TZVPD" orbital_gap_ev="3.1 / 3.2" total_charge=-1 homo_ev="-0.56 / -0.68" energy_ev=-63201.6718 max_force_ha_per_bohr=0.1386 de_lowest_kcal_mol=14.6 lumo_energy_ev="2.50 / 2.49"
Y -0.92 1.65 -1.09 -0.417
Cl 0.95 3.35 -1.87 -0.013
O 0.24 -0.98 -4.59 -0.376
O 2.84 0.05 -0.52 -0.834
O -4.09 1.59 2.18 -0.420
O 0.93 0.88 0.41 0.289
N -2.15 1.26 1.07 0.246
N -0.30 -0.62 -2.42 0.164
N 2.92 0.93 3.14 0.180
C -3.28 0.79 3.12 -0.806
C 2.73 -0.44 2.97 0.070
C -6.06 0.64 -0.76 -2.009
C 4.14 2.97 2.80 -0.561
C -0.83 1.36 3.15 -1.174
C 0.23 -2.04 -2.47 1.858
C -1.58 -0.85 2.23 -1.340
C 1.16 -2.28 -1.31 -1.885
C 1.34 -2.34 3.52 -0.799
C -4.87 0.66 -1.61 1.549
C 3.10 1.90 0.88 1.119
C -0.91 -3.03 -2.44 -1.426
C 1.72 -1.02 3.75 -0.769
C -3.36 1.78 1.10 0.609
C 3.14 -2.57 1.90 1.728
C 3.56 -1.25 2.16 0.913
C -3.87 1.59 -1.26 -0.320
C 4.86 -0.75 1.60 -1.740
C 2.22 0.86 0.22 -0.359
C -2.84 1.34 -2.09 1.283
C -3.60 -0.04 -3.61 1.739
C -1.94 0.61 2.41 1.401
C 0.91 -2.08 -3.84 -0.697
C -1.23 0.93 -4.05 -1.876
C -4.69 -0.10 -2.76 -1.492
C -3.49 -0.77 -4.88 -2.130
C -2.53 0.82 -3.28 0.546
C 2.03 -3.09 2.56 -0.931
C 3.81 2.77 0.05 -0.683
C 4.65 3.75 0.58 -0.829
C -0.39 -0.26 -3.68 0.647
C 3.37 1.91 2.26 -0.118
C -3.90 2.52 -0.07 -1.645
C 4.79 3.87 1.97 -0.465
C 3.88 -3.44 0.94 -1.930
H 2.71 1.28 4.07 0.349
H -0.51 -4.06 -2.54 0.413
H 0.78 -3.00 -4.43 0.295
H -3.83 -0.14 3.30 0.345
H 4.92 -3.62 1.25 0.406
H 5.60 -1.55 1.59 0.622
H 3.91 -3.01 -0.08 0.270
H 1.71 -4.10 2.33 0.272
H 5.40 4.66 2.40 0.365
H -6.74 -0.08 -1.14 0.443
H -0.03 3.63 -0.95 -0.060
H -1.11 2.41 3.26 0.516
H 1.22 -0.41 4.50 0.407
H -4.92 2.84 0.12 0.512
H -2.75 -1.55 -4.84 0.225
H -3.27 3.40 -0.24 -0.267
H -3.24 1.37 4.06 0.310
H -4.44 -1.22 -5.09 0.516
H -6.56 1.60 -0.73 0.327
H 3.39 -4.42 0.86 0.400
H -2.37 -1.36 1.66 0.488
H -1.44 0.94 -5.11 0.528
H 1.99 -1.82 -3.79 0.370
H 5.27 0.07 2.20 0.355
H 4.25 3.02 3.89 0.351
H -5.81 0.38 0.27 0.260
H -5.48 -0.78 -3.02 0.321
H 0.09 1.29 2.57 -0.208
H -0.63 -0.95 1.69 -0.261
H -1.47 -1.34 3.21 0.402
H -1.46 -2.96 -1.49 0.214
H 3.69 2.67 -1.04 0.399
H -0.67 1.84 -3.80 0.075
H 4.72 -0.40 0.58 0.203
H -3.23 -0.12 -5.71 0.310
H 0.52 -2.78 4.10 0.391
H -0.69 0.92 4.14 0.343
H 1.63 -3.28 -1.39 0.472
H -1.62 -2.86 -3.26 0.264
H 1.95 -1.52 -1.30 0.380
H 5.18 4.42 -0.09 0.364
H 0.63 -2.22 -0.35 0.018